(1)
{
  "formula": "C8H18NO",
  "method": "ωB97M-V/def2-TZVPD",
  "elements": ["H", "C", "H", "H", "H", "H", "H", "C", "H", "C", "H", "C", "H", "C", "H", "H", "H", "H", "C", "N", "H", "C", "H", "H", "H", "O", "H", "C"],
  "coordinates": [[0.886088, 2.324282, -0.969791], [0.169045, 1.171759, 2.393622], [-2.786938, 0.864203, 1.013042], [-0.810955, -0.552137, 0.922878], [-0.321972, 2.035113, 2.661189], [1.119484, 1.351784, 2.867615], [-2.131575, 1.992416, -0.129463], [0.730907, 2.336732, 0.132857], [-1.204430, -0.801015, -1.455379], [-0.372477, -0.294991, -1.051266], [0.151038, 3.239471, 0.328243], [0.273145, -2.610570, -0.153375], [1.877666, -0.495176, -2.517452], [0.826227, -1.225521, -0.679516], [1.775709, 2.556621, 0.499840], [-0.368765, -3.229621, -0.798705], [-2.747746, 0.281348, -0.590632], [1.269704, -3.218451, 0.033496], [0.192606, 1.113242, 0.853826], [-0.752957, 0.305207, 0.252404], [1.149520, -1.966377, -2.646210], [1.698260, -1.457605, -1.893836], [2.771645, -1.874807, -1.747669], [-0.121043, -2.452017, 0.811414], [-0.355970, 0.369821, 2.869742], [1.578922, -0.509618, 0.294285], [0.011663, 0.476026, -1.615747], [-2.229977, 0.887846, 0.101163]],
  "forces_ev_per_a": [[-0.51, -0.64, 0.74], [0.71, -1.02, -2.00], [0.18, -0.33, 0.97], [-0.16, 1.60, -1.31], [-1.61, 2.28, 0.42], [0.73, -0.49, -0.33], [-0.10, -1.51, -0.37], [1.50, -0.01, -0.35], [-0.83, -0.43, -0.61], [1.77, -1.24, 1.68], [-0.26, -0.08, 0.35], [3.68, -0.42, -0.48], [-0.08, -0.94, 1.50], [-0.04, -0.20, 0.31], [-1.15, -0.38, 0.01], [0.16, 0.65, 0.06], [-0.29, -0.26, -1.02], [-2.11, 0.95, -0.26], [4.27, 0.00, 0.87], [-4.23, -3.06, 0.89], [-0.37, -1.40, -0.49], [2.16, 2.06, -1.64], [-2.22, 0.37, 0.18], [-0.84, -0.11, 1.30], [-0.07, -0.78, 0.07], [-2.51, 1.65, 0.42], [0.41, 1.64, -1.66], [1.79, 2.09, 0.72]],
  "lowdin_charge": [0.1043, 0.0366, 0.0930, 0.2044, 0.0699, 0.1122, 0.1335, 0.0019, 0.1307, -0.0447, 0.0985, -0.0104, 0.1121, -0.6176, 0.1309, 0.0936, 0.0832, 0.1389, -0.2153, -0.1081, 0.0677, -0.0411, 0.1342, 0.0433, 0.0949, -0.0572, 0.0997, 0.1109],
  "largest_force_ev_per_a": 5.29,
  "energy_ev": -12115.116,
  "e_homo_ev": [-13.26, -13.26],
  "gap_ev": [8.5, 8.5],
  "e_above_lowest_kcal_mol": 78.92,
  "lumo_energy_ev": [-4.76, -4.76],
  "total_charge": 1
}


(2)
{
  "formula": "C8H18NO2S",
  "method": "ωB97M-V/def2-TZVPD",
  "elements": ["H", "H", "H", "C", "H", "O", "H", "O", "C", "C", "H", "C", "H", "H", "H", "H", "S", "H", "C", "C", "H", "C", "N", "C", "H", "H", "H", "H", "H", "H"],
  "coordinates": [[1.450003, -2.223913, 2.001311], [-3.719967, -2.090095, 1.315057], [3.212971, 0.289633, 1.418885], [2.269792, -2.469304, 1.236331], [2.688698, 0.311205, -1.400939], [-0.997891, -0.185839, 0.451411], [2.604514, -3.482196, 1.116203], [-1.060281, -1.212735, -1.850661], [2.530265, -0.088837, 0.660705], [-3.372147, 0.437924, 0.011765], [-2.572826, -0.186397, 1.886330], [-2.703864, -1.889640, 0.863743], [3.476371, 1.524334, -0.440605], [0.534665, 0.966253, -2.390204], [-3.405288, 0.042084, -0.932079], [1.627182, -0.061723, 1.181721], [-0.211419, -0.889316, -0.793421], [1.577930, 2.725220, -1.099389], [-2.380957, -0.410632, 0.854005], [1.326980, 1.764329, -0.690088], [-1.794129, -2.151195, 1.471228], [2.606740, 0.864074, -0.580296], [0.252007, 1.043236, -1.430855], [2.727431, -1.560185, 0.359537], [-3.212718, 1.518158, 0.020378], [0.897375, 1.964129, 0.304974], [3.446441, -1.765863, -0.447794], [-4.393160, 0.296829, 0.497800], [-2.710771, -2.401416, -0.116051], [-0.672623, 1.517131, -1.221044]],
  "forces_ev_per_a": [[1.66, -0.33, -1.01], [1.45, 0.24, -0.01], [0.53, -0.34, -0.09], [-1.26, 0.36, -0.30], [0.64, -2.15, -3.74], [0.88, 0.94, -0.01], [-0.26, -0.46, 0.21], [-2.77, -0.74, -4.55], [0.93, 0.06, -1.26], [-0.53, 0.17, 3.19], [1.19, 0.92, 0.61], [0.48, -0.46, 0.07], [-0.31, -0.29, -0.40], [-0.55, -0.25, -0.83], [-0.24, -0.70, -2.60], [-1.95, 0.57, 0.64], [1.45, -2.11, 6.25], [-0.24, 0.39, -0.83], [-2.47, -0.07, -1.41], [0.39, -1.47, 1.50], [-1.35, -1.27, -0.25], [-1.32, 2.62, 4.61], [-0.19, 4.42, 0.44], [0.75, 0.96, 0.84], [0.34, -0.13, -0.03], [0.36, -0.09, -0.26], [-0.34, -0.43, 0.48], [1.23, 0.06, -0.65], [0.27, 0.39, 0.38], [1.24, -0.82, -1.01]],
  "lowdin_charge": [0.1062, 0.1203, 0.1268, 0.0359, 0.0533, -0.3393, 0.0611, -0.3324, -0.2224, -0.0219, 0.1367, -0.0562, 0.1301, 0.1282, 0.0410, 0.0565, 0.9745, 0.1228, -0.4315, -0.1625, 0.1018, -0.1352, -0.0075, -0.1844, 0.0838, 0.1298, 0.1186, 0.1239, 0.0856, 0.1564],
  "largest_force_ev_per_a": 6.76,
  "multiplicity": 3,
  "energy_ev": -24994.965,
  "e_homo_ev": [-11.09, -12.90],
  "gap_ev": [8.3, 4.8],
  "lumo_energy_ev": [-2.76, -8.13],
  "total_charge": 1
}


(3)
{
  "formula": "C8H18NO4S",
  "method": "ωB97M-V/def2-TZVPD",
  "elements": ["C", "H", "H", "O", "C", "O", "H", "O", "C", "C", "O", "H", "C", "H", "H", "C", "H", "N", "H", "H", "H", "H", "H", "H", "C", "S", "H", "H", "C", "H", "H", "H"],
  "coordinates": [[-2.316996, 1.954933, 0.928423], [-0.301596, 1.248903, -2.453359], [-1.496269, -0.288921, 2.870199], [1.089993, -1.391535, -1.946123], [0.382615, 1.487204, 1.042006], [1.084085, 1.669050, -0.259176], [-1.839540, 3.030664, 1.125230], [1.748867, 0.596208, -0.590972], [-1.385400, -0.527384, 1.723393], [-1.102508, 0.818035, 0.799782], [5.748866, -1.179207, -0.775047], [-3.087672, 1.632616, 1.748154], [1.154851, -0.042252, -1.797806], [3.920772, -0.868028, 0.158962], [-1.169506, 0.438971, -0.330042], [4.471735, -0.828597, -0.796154], [-2.626829, -1.289289, -0.054967], [0.537332, 0.822112, -2.907824], [-0.304350, -2.568536, 2.215655], [0.860018, -1.252786, 1.363087], [3.797594, -1.413289, -1.444920], [1.054451, 0.873014, 1.804303], [0.248448, 2.561739, 1.542444], [-3.691594, -0.480277, 1.363304], [-0.222351, -1.694327, 1.433921], [-0.169798, -0.258738, -4.130558], [-2.900760, 2.073449, -0.105985], [-0.473460, -2.149433, 0.374514], [-2.795270, -1.194478, 1.121396], [-3.003305, -2.268094, 1.541595], [-1.446859, 0.291270, -4.436926], [4.234437, 0.196999, -1.126509]],
  "forces_ev_per_a": [[0.34, 0.22, -0.66], [1.17, 0.19, -0.23], [0.27, -0.31, -2.27], [1.13, 9.07, 1.40], [-0.68, -0.20, 1.06], [-2.96, 4.61, 2.55], [-1.18, -2.40, -0.12], [0.50, -5.58, -4.13], [-0.25, -1.00, -1.24], [-0.32, -0.24, -0.28], [0.68, -0.17, 0.03], [1.53, 0.89, -1.47], [-1.31, -6.80, -0.77], [-0.23, -0.11, 0.98], [0.48, 0.67, 2.42], [-0.19, -0.04, -0.18], [-0.56, 0.23, 2.54], [-0.46, -0.96, 2.82], [0.27, 1.86, -1.44], [-2.06, -1.00, 0.32], [-0.22, -0.60, -0.51], [-1.34, 1.10, -1.94], [0.46, -2.20, -1.54], [1.54, -1.52, -0.62], [-0.62, 0.38, -0.48], [-0.77, -0.10, -0.53], [1.21, -0.43, 2.30], [0.64, 0.91, 2.09], [0.67, 0.50, -0.03], [0.44, 2.12, -0.67], [1.66, 0.00, 0.88], [0.15, 0.92, -0.28]],
  "lowdin_charge": [-0.0999, 0.0571, 0.1359, -0.0853, -0.0989, -0.1701, 0.0794, -0.0636, -0.3359, -0.2757, -0.4298, 0.0682, -0.2983, 0.0170, 0.1308, -0.5535, 0.0941, -0.3175, 0.0840, 0.0765, 0.0196, 0.1460, 0.1373, 0.0626, -0.0940, 0.7001, 0.0854, 0.0843, -0.1250, 0.0802, -0.1279, 0.0169],
  "largest_force_ev_per_a": 9.25,
  "energy_ev": -29093.652,
  "e_homo_ev": -1.57,
  "gap_ev": 3.7,
  "lumo_energy_ev": 2.18,
  "total_charge": -1
}


(4)
{
  "formula": "C8H18O",
  "method": "ωB97M-V/def2-TZVPD",
  "elements": ["H", "C", "C", "H", "H", "H", "C", "H", "O", "H", "C", "H", "C", "H", "H", "C", "H", "C", "H", "H", "H", "H", "H", "H", "H", "C", "H"],
  "coordinates": [[0.189515, -2.371066, -2.684275], [0.790243, -2.167840, -0.026383], [1.002513, -1.667688, -2.492905], [1.571047, -0.330896, -0.837433], [-0.440758, 0.255687, 3.283750], [0.932561, -0.842352, -3.199462], [-0.362751, 1.219814, 2.781200], [0.754322, 3.028350, 1.094574], [-1.268251, -1.062528, 1.124616], [-1.305711, 1.755453, 2.926122], [0.046652, 2.379627, 0.573779], [-1.629903, 1.011098, -1.352727], [-0.932281, 0.190644, -1.476115], [0.429247, 1.802800, 3.257349], [1.942120, -2.197699, -2.694610], [1.023455, -1.235256, -1.068193], [0.614003, -3.192047, -0.351756], [-0.069417, 1.030836, 1.281313], [-1.450704, -0.684451, -1.857407], [-2.112432, 0.646407, 0.511528], [1.477898, -2.098753, 0.817760], [-0.919252, 2.893769, 0.559671], [0.877104, 0.489294, 1.195835], [-0.215446, -1.800453, 0.531029], [-0.159233, 0.542900, -2.149768], [-1.166382, 0.133333, 0.710032], [0.381840, 2.271014, -0.457525]],
  "forces_ev_per_a": [[0.03, 0.02, 0.05], [0.12, -0.03, -0.11], [-0.06, 0.02, -0.04], [0.02, 0.01, 0.00], [0.00, 0.03, -0.03], [0.00, -0.02, 0.06], [0.01, -0.02, -0.14], [-0.03, -0.04, 0.00], [0.11, 0.26, -0.09], [0.02, -0.01, -0.02], [-0.04, -0.11, 0.04], [-0.01, 0.01, 0.01], [0.31, -0.16, 0.36], [-0.03, -0.02, -0.04], [-0.05, 0.04, 0.06], [-0.32, 0.08, 0.12], [0.01, 0.05, -0.03], [-0.05, 0.02, 0.01], [-0.01, -0.01, -0.06], [0.03, 0.00, -0.04], [-0.03, 0.03, -0.03], [0.01, -0.03, 0.01], [0.01, -0.02, -0.01], [-0.10, 0.14, -0.02], [0.01, -0.01, -0.08], [0.07, -0.21, 0.02], [-0.01, -0.02, 0.01]],
  "lowdin_charge": [0.0915, -0.0922, -0.1090, 0.1045, 0.0770, 0.0708, -0.0666, 0.0770, -0.0972, 0.0842, -0.0782, 0.0160, -0.0297, 0.0765, 0.0962, -0.1791, 0.0943, -0.3986, 0.0319, 0.1215, 0.0987, 0.0852, 0.1219, 0.0745, -0.0011, -0.3332, 0.0631],
  "largest_force_ev_per_a": 0.50,
  "energy_ev": -10630.926,
  "e_homo_ev": [-8.11, -8.11],
  "gap_ev": [8.2, 8.2],
  "e_above_lowest_kcal_mol": 110.67,
  "lumo_energy_ev": [0.12, 0.12]
}